Here is a 2-piece molecular cluster, C5H11NO3S overall in a non-equilibrium geometry from OMol25. Energies are from ωB97M-V with the def2-TZVPD basis set.

As for the structure (SMILES): C/C=[N+](/[O-])O.CCSC=O. As for the total charge: 0. The calculation puts the max |F| at 4.64 eV/Å. The value obtained for the energy above the lowest of the compared OMol25 structures with the same formula, charge and spin is 107.4 kcal per mole.

Element x y z (Å)
C1 3.10 -1.32 0.51
C2 1.89 -0.37 0.64
N1 1.82 0.78 0.12
O1 0.93 1.58 0.34
O2 2.75 1.23 -0.77
H1 3.11 -1.77 -0.46
H2 3.03 -2.13 1.26
H3 4.02 -0.73 0.56
H4 1.08 -0.83 1.31
H5 2.34 1.96 -1.16
C3 -3.59 0.91 -0.34
C4 -2.39 0.56 0.56
S1 -1.78 -1.11 0.34
C5 -0.36 -1.14 -0.75
O3 0.23 -2.18 -0.93
H6 -4.23 1.87 -0.15
H7 -3.24 1.13 -1.42
H8 -4.37 0.14 -0.38
H9 -2.55 0.57 1.59
H10 -1.40 1.06 0.49
H11 -0.39 -0.21 -1.36

Results of the natural (NBO) charge analysis, in e, for atoms 1 through 4: number 1, C, carries -0.659; number 2, C, carries -0.011; number 3, N, carries 0.344; number 4, O, carries -0.562